Computed, not measured: a structure of composition C9H10BeO6S4Sb, with ωB97M-V with the def2-TZVPD basis set.

Each line ends with the Mulliken charge.
Positions of all 31 atoms, in Å:
Be1 -1.07177 -1.76321 0.80707  0.44
O1 -5.61764 -0.75947 -2.45105  -0.65
C1 -4.64436 -0.98154 -1.76853  0.42
C2 -4.51984 -2.09803 -0.74004  0.03
O2 -5.38155 -2.91762 -0.47762  -0.70
C3 -3.18108 -1.93307 -0.19227  0.82
C4 -2.51671 -0.84992 -0.79032  0.82
O3 -1.31839 -0.62339 -0.37129  -0.56
C5 -3.34946 -0.18294 -1.77680  0.04
O4 -3.11703 0.79053 -2.47233  -0.70
O5 -2.52156 -2.57429 0.70420  -0.72
S1 2.96424 -2.03869 3.68987  -0.67
Sb1 0.87496 -2.52247 2.88134  0.55
S2 0.67626 -3.01621 0.59550  -0.55
S3 -0.69686 -0.79327 2.75324  -0.60
C6 0.31906 2.19651 -0.32009  -0.80
C7 1.58677 2.12194 -1.15765  -0.59
S4 2.37620 0.48428 -1.25459  0.53
O6 3.74010 0.77565 -1.80762  -0.75
C8 2.58987 0.16274 0.50797  0.32
C9 3.45577 1.17657 1.23172  -1.20
H1 -0.15384 3.17078 -0.46504  0.39
H2 0.52932 2.07953 0.74329  0.26
H3 -0.39763 1.42404 -0.60651  0.11
H4 2.37607 2.78980 -0.80722  0.36
H5 1.38361 2.37265 -2.20063  0.39
H6 3.01821 -0.83874 0.55682  0.45
H7 1.58193 0.07689 0.92385  -0.35
H8 4.38406 1.34974 0.68323  0.30
H9 3.68802 0.78959 2.22465  0.30
H10 2.94326 2.13161 1.35683  0.28

* max |F|: 0.0043 hartree/bohr
* expectation value of S²: 0.761
* energy relative to the best compared isomer or geometry (same formula, charge and spin): 0.0592 eV
* multiplicity: 2
* HOMO-LUMO gap (alpha / beta): 6.82 / 5.89 eV
* total charge: -2


Computed, not measured: the molecule C4H4O3, with ωB97M-V with the def2-TZVPD basis set.

Each line ends with the Mulliken charge.
Positions of all 11 atoms, in Å:
O1 -0.19049 -2.02214 -1.27859  -0.45
C1 -0.70590 -1.00090 -0.89634  -0.22
C2 -0.00768 -0.00549 0.02196  0.68
C3 -0.93183 1.03414 0.58969  -0.12
O2 -1.73914 1.49665 -0.17790  -0.45
C4 1.39218 -0.20868 0.40314  -0.28
O3 1.04734 0.93466 -0.34700  -0.37
H1 -1.77769 -0.79374 -1.07314  0.35
H2 -0.74461 1.45851 1.58923  0.35
H3 1.75095 -0.11737 1.42485  0.24
H4 1.94685 -0.88623 -0.23958  0.26

* max |F|: 0.0135 hartree/bohr
* energy relative to the best compared isomer or geometry (same formula, charge and spin): 2.9012 eV
* HOMO-LUMO gap: 9.98 eV